Here is 7 unconnected molecules or ions with the total composition H14O6S2 in a non-equilibrium geometry from the Open Molecules 2025 dataset. Energies are from ωB97M-V/def2-TZVPD.

Geometry as ORCA input:
```
! RIJCOSX wB97M-V def2-TZVPD def2/J DEFGRID3
* xyz 0 1
S 2.283 -1.863 0.001
S 3.361 -0.640 1.376
O 0.769 -0.207 3.711
O 1.626 2.382 -1.764
O -0.936 3.078 -0.666
O -1.302 -3.786 0.119
O -1.922 0.261 -2.581
O -1.137 -0.207 0.150
H -1.542 1.145 -2.688
H -1.154 -3.940 1.039
H -2.066 -0.273 0.353
H 0.841 -0.478 4.622
H 2.780 -1.393 -1.159
H -1.359 2.952 0.199
H -1.178 -0.154 -0.807
H -1.708 -4.593 -0.210
H -2.788 0.400 -2.979
H 1.269 -0.873 3.222
H 2.000 1.483 -1.679
H 2.361 0.243 1.615
H 0.872 2.422 -1.177
H -1.070 4.042 -0.698
*
```

Summary:
**Electronic energy**: -34182.397 eV
**LUMO level**: 0.0143 hartree
**SMILES**: SS.O.O.O.O.O.O
**Energy relative to the best compared isomer or geometry (same formula, charge and spin)**: 28.3 kcal/mol



Here is 7 unconnected molecules or ions with the total composition H14O6S2 in a non-equilibrium geometry from the Open Molecules 2025 dataset. Energies are from ωB97M-V/def2-TZVPD.

Geometry as ORCA input:
```
! RIJCOSX wB97M-V def2-TZVPD def2/J DEFGRID3
* xyz 0 1
S -1.947 3.841 0.594
S -0.528 2.295 0.608
O -2.581 -0.621 -1.235
O 1.067 -0.403 -2.787
O 2.440 -0.176 -0.169
O 2.029 -0.317 2.590
O -0.862 -0.753 1.248
O -0.359 -2.266 -0.976
H -3.382 -0.278 -1.689
H 0.064 -1.816 -1.708
H 1.991 -0.167 3.555
H 1.217 -0.882 2.431
H 3.356 0.002 -0.473
H 2.528 -0.117 0.797
H 0.499 3.017 0.133
H 1.070 0.477 -3.142
H -2.423 -0.140 -0.413
H -1.325 -2.100 -1.037
H -2.514 3.335 1.696
H -0.439 -1.102 0.426
H -1.371 -1.548 1.471
H 1.470 -0.282 -1.918
*
```

Summary:
**Electronic energy**: -34182.993 eV
**LUMO level**: 0.0142 hartree
**SMILES**: SS.O.O.O.O.O.O
**Energy relative to the best compared isomer or geometry (same formula, charge and spin)**: 14.5 kcal/mol



Here is 7 unconnected molecules or ions with the total composition H14O7 in a non-equilibrium geometry from the Open Molecules 2025 dataset. Energies are from ωB97M-V/def2-TZVPD.

Geometry as ORCA input:
```
! RIJCOSX wB97M-V def2-TZVPD def2/J DEFGRID3
* xyz 0 1
O -2.008 1.009 1.571
O -0.469 -0.189 -0.595
O 2.431 2.776 -2.323
O 2.116 0.378 -0.838
O 0.445 -2.350 0.677
O -1.511 -1.481 2.492
O -2.904 0.717 -1.463
H -1.374 1.079 0.891
H 2.776 0.880 -0.299
H 0.407 0.120 -0.661
H -1.964 0.531 -1.325
H -0.788 -1.866 1.974
H -1.551 1.241 2.372
H -1.639 -0.622 2.025
H -3.406 0.006 -1.039
H 2.309 1.830 -2.056
H 3.343 2.936 -2.378
H 0.395 -3.279 0.997
H 1.369 -2.154 0.863
H 2.430 -0.496 -0.679
H -0.407 -1.064 -0.208
*
```

Summary:
**Electronic energy**: -14559.474 eV
**LUMO level**: -0.0274 hartree
**SMILES**: O.O.O.O.O.O.O
**Energy relative to the best compared isomer or geometry (same formula, charge and spin)**: 45.8 kcal/mol



Here is 7 unconnected molecules or ions with the total composition H14O7 from the Open Molecules 2025 dataset. Energies are from ωB97M-V/def2-TZVPD.

Geometry as ORCA input:
```
! RIJCOSX wB97M-V def2-TZVPD def2/J DEFGRID3
* xyz 0 1
O -4.573 -2.316 -0.171
O 0.287 3.123 3.575
O -1.175 0.287 0.100
O 1.998 -2.654 2.152
O 1.221 -0.018 -5.031
O 2.676 -3.843 -1.954
O -1.130 5.708 0.270
H 0.279 -0.053 -4.867
H -1.184 1.115 0.580
H -0.870 5.054 0.918
H 2.144 -3.474 2.624
H -0.354 0.304 -0.393
H 3.617 -3.733 -2.095
H 1.288 -2.225 2.630
H 2.545 -3.625 -1.031
H -0.806 6.537 0.622
H -3.723 -1.876 -0.200
H -0.380 2.754 4.154
H 1.111 2.995 4.046
H -4.417 -3.166 -0.583
H 1.443 -0.894 -5.347
*
```

Summary:
**Electronic energy**: -14559.294 eV
**LUMO level**: 0.0084 hartree
**SMILES**: O.O.O.O.O.O.O
**Energy relative to the best compared isomer or geometry (same formula, charge and spin)**: 50.0 kcal/mol



Here is 7 unconnected molecules or ions with the total composition H14O7 in a non-equilibrium geometry from the Open Molecules 2025 dataset. Energies are from ωB97M-V/def2-TZVPD.

Geometry as ORCA input:
```
! RIJCOSX wB97M-V def2-TZVPD def2/J DEFGRID3
* xyz 0 1
O -0.750 -0.493 -1.552
O 2.827 2.868 0.476
O -0.599 -2.931 -0.198
O 0.040 0.503 0.225
O -4.599 1.632 -0.009
O 2.369 -0.594 -1.252
O -0.040 -1.646 1.813
H 0.897 -1.835 1.932
H 1.774 -0.528 -0.497
H -0.282 -2.020 -0.199
H 2.116 2.885 -0.175
H 2.424 2.461 1.252
H -1.390 0.172 -1.275
H 0.976 0.634 0.412
H -0.154 1.144 -0.468
H -3.685 1.403 -0.209
H 2.923 -1.355 -1.048
H -0.020 0.021 -1.915
H -4.630 2.590 -0.116
H -0.359 -1.468 2.705
H 0.162 -3.443 0.099
*
```

Summary:
**Electronic energy**: -14557.485 eV
**LUMO level**: -0.0107 hartree
**SMILES**: O.O.O.O.O.O.O
**Energy relative to the best compared isomer or geometry (same formula, charge and spin)**: 91.7 kcal/mol



Here is 7 unconnected molecules or ions with the total composition H14O7 in a non-equilibrium geometry from the Open Molecules 2025 dataset. Energies are from ωB97M-V/def2-TZVPD.

Geometry as ORCA input:
```
! RIJCOSX wB97M-V def2-TZVPD def2/J DEFGRID3
* xyz 0 1
O -2.346 0.277 -0.222
O 0.980 -0.683 1.644
O -0.728 -1.295 -1.100
O -0.345 1.746 0.731
O 0.558 1.223 -1.794
O 2.633 0.824 0.019
O -0.795 -2.565 1.020
H -3.044 0.876 -0.346
H 2.804 1.615 0.474
H -0.070 1.951 -0.194
H -1.617 0.838 0.044
H -0.950 -2.409 0.041
H -1.538 -0.706 -1.142
H 0.633 1.614 -2.696
H 1.415 1.034 -1.476
H -1.542 -2.224 1.494
H 2.629 0.141 0.707
H 0.842 -1.113 2.479
H 0.153 0.987 0.909
H 0.336 -1.183 1.075
H -0.007 -0.946 -1.668
*
```

Summary:
**Electronic energy**: -14560.316 eV
**LUMO level**: 0.0149 hartree
**SMILES**: O.O.O.O.O.O.O
**Energy relative to the best compared isomer or geometry (same formula, charge and spin)**: 26.4 kcal/mol